Entry from OMol25: a molecular structure, C34H38F6N2O5PPtS3 (ωB97M-V/def2-TZVPD).

XYZ file:
```
90
Properties=species:S:1:pos:R:3:forces:R:3:mulliken_charge:R:1
Pt -0.203 1.265 0.403 0.215 -0.385 -0.058 1.323
H -3.733 -0.895 -2.430 -0.005 0.020 0.022 0.060
C 0.782 -5.942 -3.534 0.005 -0.018 0.021 -0.512
O 0.256 1.265 4.809 0.100 -0.164 -0.056 -0.688
H 3.189 -3.079 -0.945 0.008 0.008 -0.002 0.390
S 0.393 1.568 3.419 0.060 0.131 0.166 1.003
H -1.398 -1.269 0.791 -0.039 0.018 0.008 0.234
C -0.721 -4.073 -3.636 0.007 -0.001 -0.015 -0.529
C -4.187 -1.859 -2.629 0.043 0.046 -0.042 0.213
C -4.034 -4.264 -2.610 -0.016 0.013 0.024 -0.454
H -4.001 4.137 -0.244 0.002 0.008 -0.002 0.370
H 0.521 3.087 -1.960 0.025 0.019 -0.016 0.112
C -5.435 -1.947 -3.230 -0.023 -0.012 -0.005 -0.668
S 2.765 1.678 1.974 -0.019 0.083 -0.008 1.143
P -1.876 -2.788 -1.508 -0.126 0.092 0.169 0.514
H 0.866 -3.417 2.274 -0.008 0.001 -0.004 0.231
H -4.336 -0.151 0.096 0.018 -0.006 -0.011 0.193
H -5.239 2.049 -0.517 -0.005 0.014 0.014 0.476
S 1.292 -2.217 0.283 -0.043 -0.076 0.004 0.724
H -1.254 -3.326 -4.214 -0.001 0.003 -0.004 0.401
O 3.748 2.661 1.656 -0.023 -0.020 -0.020 -0.679
F 4.413 0.910 3.875 -0.002 0.004 0.013 -0.236
F 4.530 -0.262 2.060 0.008 0.010 -0.015 -0.230
O 2.139 0.935 0.898 -0.163 0.120 0.055 -0.799
C 0.096 -4.991 -4.277 -0.019 0.019 -0.001 -0.646
C -3.528 1.829 -1.701 -0.097 -0.024 -0.028 0.836
C 0.659 0.552 -3.197 -0.049 -0.019 -0.001 -1.019
C -2.521 1.656 -4.292 -0.026 -0.023 0.001 -0.962
H 1.421 -6.661 -4.032 0.001 -0.003 -0.003 0.379
C -2.488 -3.648 2.950 0.001 -0.003 -0.002 -0.655
C -5.282 -4.349 -3.206 0.010 -0.013 0.002 -0.685
H -5.968 -1.040 -3.485 0.008 0.015 0.001 0.454
C -0.756 3.030 3.224 -0.034 -0.051 0.055 0.633
C -5.984 -3.189 -3.513 0.000 0.011 -0.004 -0.632
H 0.199 -4.964 -5.354 0.000 0.003 -0.002 0.415
F -2.004 2.578 3.106 0.021 -0.010 0.006 -0.205
C -1.985 -2.432 2.511 0.007 -0.006 0.013 -0.770
C -0.138 1.801 -3.587 0.006 0.007 0.069 0.193
H -2.659 3.288 0.529 -0.020 0.018 0.009 0.063
C -2.128 -3.203 0.234 0.049 -0.059 -0.014 0.384
H 2.539 -2.832 2.256 -0.006 -0.010 0.019 0.326
H -1.719 -1.656 3.217 -0.002 0.018 -0.003 0.555
H 0.000 3.964 -3.403 -0.005 0.003 0.006 0.364
O -0.017 0.498 2.502 -0.143 0.437 -0.119 -0.672
H -4.230 3.364 1.335 -0.017 0.002 0.002 0.452
H 2.757 -1.408 -1.375 -0.009 -0.001 -0.013 0.201
H -6.956 -3.256 -3.987 -0.004 -0.004 0.004 0.374
C -3.487 -3.018 -2.310 0.010 0.010 -0.026 0.270
F -0.674 3.755 4.346 -0.012 -0.019 -0.021 -0.249
H -2.627 -3.825 4.009 0.001 0.003 0.004 0.398
N 1.776 2.230 3.066 -0.017 -0.178 0.009 -0.600
C -1.805 -2.208 1.152 0.004 0.012 -0.012 -0.375
C 2.882 -2.109 -0.551 -0.030 0.003 0.018 -1.057
H -2.895 0.604 0.786 0.002 -0.008 0.009 -0.438
H 1.686 0.647 -3.561 0.004 0.000 0.012 0.566
C 1.753 -3.289 1.654 0.060 -0.014 -0.059 -1.225
H 3.643 -1.719 0.124 0.025 0.010 -0.004 0.230
C -3.735 3.271 0.366 0.004 -0.016 0.001 -1.423
C -3.952 0.755 0.570 0.003 -0.008 -0.010 -0.816
H 1.195 -6.705 -1.572 0.002 0.002 0.007 0.418
N -1.274 1.915 -0.872 -0.013 0.287 0.134 -0.104
H -4.477 0.892 1.520 -0.003 -0.001 0.004 0.549
H -3.210 -5.590 2.381 -0.003 -0.001 -0.003 0.406
C 3.696 0.374 2.889 -0.015 -0.021 0.003 0.605
O -1.385 -1.401 -1.668 0.041 -0.111 -0.216 0.169
C -0.155 -5.042 -1.511 -0.041 0.038 0.028 -0.271
C 0.655 -5.968 -2.152 0.021 -0.010 -0.024 -0.718
H -0.234 -5.047 -0.432 0.017 0.005 0.021 0.367
C -2.638 -4.421 0.679 -0.018 0.027 0.011 -0.079
C -4.162 1.975 -0.330 0.059 0.002 0.013 0.120
C -2.816 -4.643 2.035 0.004 -0.016 0.009 -0.766
H -0.105 1.863 -4.680 0.012 0.015 -0.003 0.448
H 1.563 3.128 -3.385 0.007 0.003 -0.016 0.444
C -4.370 1.754 -2.802 0.014 -0.041 0.006 -0.774
C -3.896 1.651 -4.100 0.021 -0.016 0.004 -1.337
C -0.854 -4.093 -2.249 0.060 0.058 0.008 0.240
H -5.441 1.782 -2.623 -0.006 -0.003 0.004 0.349
F 2.859 -0.524 3.412 -0.010 0.012 -0.008 -0.187
H -5.703 -5.318 -3.443 -0.005 -0.002 0.004 0.408
H -3.480 -5.170 -2.391 0.015 -0.009 -0.016 0.277
C -2.118 1.794 -1.909 0.087 -0.165 -0.067 0.551
H 0.682 0.409 -2.118 -0.007 0.009 0.027 -0.256
H 2.087 -4.268 1.302 -0.007 0.001 0.005 0.386
H -4.575 1.586 -4.940 -0.004 0.012 -0.005 0.345
C -1.617 1.732 -3.245 0.006 -0.018 -0.058 0.963
F -0.471 3.827 2.210 0.029 -0.040 -0.036 -0.186
C 0.525 3.074 -3.049 0.005 -0.016 -0.011 -1.471
H 0.212 -0.344 -3.627 -0.011 -0.012 -0.002 0.181
H -2.896 -5.198 -0.033 -0.009 -0.005 0.014 0.330
H -2.124 1.600 -5.301 0.002 0.007 0.002 0.334
```
Forces are in eV/Å.

- net charge = -1
- total energy (eV) = -110439.72391
- HOMO-LUMO gap (alpha / beta) (Eh) = 0.225 / 0.228


Entry from OMol25: 2 unconnected molecules or ions with the total composition C5H8O at a distorted geometry (ωB97M-V/def2-TZVPD).

XYZ file:
```
14
Properties=species:S:1:pos:R:3:forces:R:3:mulliken_charge:R:1
H -0.241 -1.517 -1.484 0.038 0.094 0.093 0.306
C 0.527 1.302 0.107 -0.013 0.096 -0.054 -0.542
H -2.018 -0.668 -0.196 -0.212 0.324 0.028 0.222
H -0.859 -1.626 1.206 -0.052 0.342 -0.175 0.514
H 1.446 1.799 0.444 -0.161 -0.139 0.015 0.309
H -1.438 0.090 0.446 -0.826 -0.846 -0.708 -0.235
H -0.112 2.093 -0.311 0.064 0.056 -0.125 0.260
C -0.514 -0.797 0.589 0.581 -0.054 0.400 -0.174
C 0.859 0.319 -1.016 0.154 0.068 -0.302 0.359
C -0.180 0.463 1.131 1.043 -0.108 0.518 -0.660
H 1.146 -1.715 -0.389 -0.200 0.146 0.040 0.265
H -0.378 0.746 2.154 -0.096 0.022 -0.118 0.448
C 0.302 -1.059 -0.654 -0.120 0.069 0.013 -0.524
O 1.461 0.570 -2.028 -0.198 -0.068 0.373 -0.548
```
Forces are in eV/Å.

- total energy (eV) = -7357.07678
- HOMO-LUMO gap (Eh) = 0.300


Entry from OMol25: a molecular structure, C8H15ClI2N2OPRe at a distorted geometry (ωB97M-V/def2-TZVPD).

XYZ file:
```
31
Properties=species:S:1:pos:R:3:forces:R:3:mulliken_charge:R:1
H 1.272 0.819 -3.821 -0.137 0.086 -0.107 0.415
H -0.858 -1.440 -4.382 0.104 0.058 0.367 0.414
C -0.515 -1.547 -3.342 0.161 -0.144 0.463 -1.212
C 1.620 1.026 3.618 -1.273 -1.863 2.701 -0.398
H 2.206 1.597 4.329 -0.099 -0.219 0.275 0.479
C 0.259 1.189 -3.641 0.272 0.133 0.485 -1.180
Cl -0.479 2.557 -0.328 0.483 -2.543 0.009 -0.228
H -0.434 -1.331 2.673 0.277 0.131 0.043 0.411
I -2.368 -0.717 0.504 0.816 0.156 -0.416 0.220
H 1.484 -0.991 5.663 -0.232 0.058 -0.235 0.370
H -0.174 -1.443 5.147 0.307 0.390 -0.033 0.292
H 0.305 2.189 -3.195 0.016 -0.101 -0.151 0.382
C 1.509 1.242 2.265 -1.210 -0.999 -2.938 -0.181
H 0.529 -1.879 -3.326 -0.152 -0.113 -0.135 0.407
H 1.974 1.997 1.646 -0.011 0.066 0.092 0.510
H -3.058 -0.166 -2.483 0.012 0.113 -0.114 0.419
H -2.546 1.544 -2.346 -0.064 -0.132 -0.111 0.380
P -0.631 0.062 -2.492 -1.704 0.170 -5.467 1.360
H -1.145 -2.269 -2.814 0.085 -0.053 -0.201 0.400
Re 0.007 0.147 -0.347 -0.314 4.822 2.600 -0.322
C 0.268 -0.500 2.736 0.342 0.941 0.666 -0.058
N 0.668 0.285 1.734 0.996 0.855 0.436 0.143
O 0.691 -2.904 -0.181 -1.063 5.272 0.151 -0.210
C 0.447 -1.759 -0.196 1.307 -7.600 -0.421 0.448
H -2.461 0.720 -3.933 0.106 -0.153 0.321 0.459
I 2.594 0.251 -1.090 -0.566 -0.157 0.140 0.296
C 0.548 -0.615 5.226 -0.150 -0.506 1.272 -0.739
N 0.802 -0.053 3.909 1.492 1.600 -0.204 0.075
H 0.148 0.161 5.896 0.044 -0.218 -0.331 0.373
C -2.355 0.588 -2.846 -0.012 0.091 0.548 -1.180
H -0.305 1.239 -4.583 0.171 -0.142 0.296 0.453
```
Forces are in eV/Å.

- net charge = +3
- total energy (eV) = -53679.37531
- 2S+1 = 4
- HOMO-LUMO gap (alpha / beta) (Eh) = 0.204 / 0.181


Entry from OMol25: 4 unconnected molecules or ions with the total composition C16H27F6NO7 (ωB97M-V/def2-TZVPD).

XYZ file:
```
57
Properties=species:S:1:pos:R:3:forces:R:3:mulliken_charge:R:1
H 0.961 7.358 0.993 -0.130 -0.072 0.089 0.251
H 1.160 -2.836 -2.504 -0.004 -0.246 0.127 0.317
O 3.504 -3.898 -4.651 -0.349 0.064 0.123 -0.276
H 2.835 -2.825 -2.074 0.173 -0.163 -0.065 0.308
C 1.737 1.269 1.846 -0.135 -0.102 0.204 -0.549
H 1.540 -3.438 -4.784 0.086 -0.130 0.042 0.318
C -0.988 0.404 0.677 -0.160 -0.740 -0.287 -0.590
H 2.834 1.208 1.841 -0.006 -0.061 0.021 0.391
H -1.687 -4.181 2.064 0.000 -0.084 -0.071 0.381
F 6.770 -4.193 -4.252 -0.105 -0.085 -0.187 -0.253
H 1.886 4.618 -0.994 0.006 0.095 -0.019 0.333
H 2.542 -2.050 -4.427 0.223 0.015 0.139 0.343
H 1.517 -0.563 0.744 -0.220 -0.190 -0.026 0.353
F 6.285 -3.908 -6.348 -0.080 0.007 0.071 -0.245
C -0.256 -3.288 0.810 -0.160 -0.030 0.201 0.436
F 5.372 -5.530 -5.238 0.105 0.182 -0.014 -0.242
F -6.699 -0.497 -0.043 -0.004 0.166 0.039 -0.255
C -3.307 -0.304 3.363 -0.157 0.328 -0.153 -0.758
H -1.103 1.483 0.728 0.121 0.059 -0.078 0.213
H -3.915 -0.964 3.975 0.185 -0.127 0.116 0.472
C -4.006 1.036 3.204 -0.362 -0.163 -0.608 -0.450
H 0.395 3.730 -0.594 0.132 -0.032 -0.144 0.282
O -4.718 1.096 1.917 0.005 0.095 0.165 -0.317
C 1.425 6.571 0.406 0.556 0.183 -0.228 -0.715
C 2.114 -3.328 -2.718 -0.173 0.745 0.213 -0.919
H 1.421 -0.710 2.546 0.544 -0.172 -0.247 0.263
C -5.920 0.558 1.907 0.052 0.027 -0.173 0.416
H -4.754 1.188 3.977 0.128 0.199 0.119 0.385
O -0.266 -0.128 1.779 -0.317 0.046 -0.295 -0.181
C 1.148 -0.118 1.672 -0.245 0.510 0.546 -0.556
H 1.517 6.926 -0.632 -0.103 -0.067 0.065 0.288
H -1.620 -2.414 2.116 0.103 -0.005 -0.018 -0.028
H -2.347 -3.209 0.722 0.000 -0.115 -0.004 0.246
H 1.414 1.668 2.819 0.095 0.048 -0.046 0.302
C 4.664 -3.290 -4.731 0.129 0.325 0.033 0.423
F -5.983 1.534 -0.298 -0.045 -0.081 0.097 -0.233
C 1.234 4.294 -0.182 -0.400 -0.270 0.528 -0.469
O 1.285 2.116 0.814 0.076 -0.100 -0.117 -0.192
H -3.328 1.876 3.120 0.105 0.010 0.167 0.346
H 1.891 3.824 1.790 0.285 -0.029 0.036 0.347
O 0.648 5.406 0.489 0.036 -0.092 -0.197 -0.356
O -6.466 -0.021 2.798 -0.093 -0.091 0.248 -0.514
C -6.623 0.714 0.538 0.121 -0.090 -0.147 0.848
H -3.193 -0.756 2.380 0.064 -0.035 -0.024 -0.067
H 3.000 3.205 0.492 0.094 -0.011 0.255 0.298
N 0.780 -3.290 0.322 0.289 0.011 -0.204 -0.426
C -1.553 -3.285 1.464 -0.194 0.270 0.101 -0.557
F -7.861 1.173 0.712 0.027 -0.023 0.004 -0.245
H -0.533 0.086 -0.269 0.193 0.344 0.039 0.345
H -2.308 -0.145 3.765 -0.028 -0.222 0.181 0.347
H 2.050 -4.376 -2.449 -0.043 -0.096 -0.065 0.318
C 1.960 3.354 0.802 -0.331 0.464 -0.470 -0.517
H 2.450 6.414 0.775 -0.125 -0.007 0.091 0.306
C 2.379 -3.095 -4.176 -0.202 -0.332 -0.558 -0.406
C 5.783 -4.261 -5.159 0.207 -0.179 0.169 0.833
O 4.907 -2.137 -4.509 0.036 -0.101 -0.033 -0.529
H -1.975 -0.070 0.669 -0.004 0.146 0.249 0.137
```
Forces are in eV/Å.

- total energy (eV) = -49155.88447
- HOMO-LUMO gap (Eh) = 0.380
- SMILES = CCOC(=O)C(F)(F)F.CCOC(=O)C(F)(F)F.COCCOCCOC.CC#N


Relative energy (zero: lowest compared OMol25 entry of this formula, charge and spin) list, top to bottom, in kcal/mol: 0.0 119.4 0.0 0.0